C30H28N2OsSi | wB97M-V/def2-TZVPD

CARTESIAN COORDINATES (ANGSTROEM)
Os 1.820 0.046 -0.442
Si -3.072 0.443 -1.646
N 4.066 -0.369 0.515
N 1.622 -1.355 1.226
C -6.332 -1.207 -0.046
C 6.462 -0.605 0.618
C 3.625 -2.141 4.248
C -4.310 3.832 -3.313
C -5.147 -0.523 1.924
C -4.246 0.008 -0.242
C 0.200 0.649 0.194
C 0.153 -2.362 2.819
C 4.892 -1.866 3.780
C 5.128 -1.368 2.462
C 0.457 -1.965 1.517
C 0.851 -0.060 -2.392
C 1.966 0.837 -2.410
C -3.142 4.552 -3.583
C 3.146 0.062 -2.166
C 2.661 -1.486 2.097
C -6.227 -1.184 1.341
C -1.949 4.209 -2.938
C 6.394 -1.156 1.882
C 1.325 -1.363 -2.043
C 2.479 -2.035 3.395
C -4.278 2.729 -2.458
C 3.982 -1.060 1.673
C 1.168 -2.397 3.766
C 2.752 -1.298 -1.912
C -3.032 2.286 -1.966
C -5.361 -0.619 -0.840
C -1.876 3.086 -2.110
C 5.289 -0.123 0.023
C -4.146 0.085 1.160
H 0.730 -2.259 -1.897
H -0.894 -2.606 3.019
H 5.394 0.452 -0.901
H -7.157 -1.683 -0.551
H -5.191 2.177 -2.207
H -0.368 0.610 1.105
H 1.935 1.900 -2.637
H -5.254 4.104 -3.770
H 0.954 -2.704 4.790
H -3.171 5.388 -4.284
H -3.728 -0.008 -2.835
H -0.196 0.213 -2.547
H -5.086 -0.471 2.997
H -1.054 4.806 -3.085
H 5.747 -2.002 4.441
H -0.956 2.827 -1.577
H 7.407 -0.495 0.088
H -5.481 -0.632 -1.931
H 3.437 -2.464 5.276
H 3.421 -2.137 -1.733
H -0.214 1.479 -0.339
H -3.326 0.627 1.636
H -6.980 -1.685 1.941
H 4.149 0.437 -2.316
H 1.880 1.538 0.356
H 7.276 -1.446 2.448
H -0.284 -2.047 0.711
H -0.314 -0.200 -0.335

- Energy: -44866.7793 eV
- Frontier orbital gap (alpha / beta): 0.2174 / 0.1071 Eh
- Multiplicity: 5
- ΔE to the lowest compared entry with this formula, charge and spin: 173.63 kJ/mol
- LUMO (alpha / beta): -6.052 / -10.477 eV
- Highest occupied orbital energy (alpha / beta): -11.97 / -13.39 eV
- Strongest force on any atom: 6.60 eV/A
- M: 634.88 g mol⁻¹
- Net charge: +2


C14H13ClCsO3S | wB97M-V/def2-TZVPD

CARTESIAN COORDINATES (ANGSTROEM)
Cs 4.003 2.541 2.618
Cl -0.657 -0.680 -4.444
S -4.750 -1.681 1.882
O 3.337 -0.260 0.446
O -2.572 -3.035 0.095
O -0.427 0.867 2.205
C -1.227 0.353 1.438
C 2.454 0.777 0.824
C -2.476 -1.837 0.251
C -1.633 -0.945 -0.625
C 2.075 1.761 -0.331
C -0.206 0.935 -0.834
C -0.997 0.141 -0.030
C -0.116 0.647 -2.173
C 0.569 2.119 -0.279
C -2.560 -0.073 1.952
C -1.531 -1.217 -1.946
C 2.656 -1.493 0.234
C -0.773 -0.395 -2.743
C -3.168 -1.105 1.383
H 1.882 -1.701 0.978
H 0.481 1.295 -2.807
H 2.934 1.404 1.653
H -2.999 0.466 2.783
H 3.401 -2.286 0.325
H -2.056 -2.082 -2.332
H -5.033 -2.547 0.887
H 2.282 -1.547 -0.794
H 1.548 0.340 1.248
H 2.710 2.670 -0.384
H 2.251 1.239 -1.274
H 0.242 2.360 0.729
H 0.355 2.968 -0.933

- Energy: -44769.1310 eV
- Frontier orbital gap: 0.2880 Eh
- Multiplicity: 1
- LUMO: -3.487 eV
- Highest occupied orbital energy: -11.32 eV
- Strongest force on any atom: 6.01 eV/A
- M: 429.68 g mol⁻¹
- Net charge: +1


C20H15Cl4N3O7S4SbTc | wB97M-V/def2-TZVPD

CARTESIAN COORDINATES (ANGSTROEM)
Sb 2.809 -3.425 1.780
Tc -0.601 -1.504 1.235
Cl 0.209 5.220 2.787
Cl 3.205 1.297 4.878
Cl -0.835 3.305 0.649
Cl 2.056 4.231 5.181
S -0.896 -3.497 1.041
S 1.758 -1.185 1.699
S 1.738 -4.745 3.105
S 4.916 -3.338 1.293
O -0.052 0.513 1.156
O -2.321 -0.198 4.607
O 3.140 -0.435 -3.593
O 1.944 -3.110 -0.252
O -1.026 -1.262 3.153
O 1.732 -0.387 3.137
O -1.049 0.097 -1.634
N 2.416 -1.870 -2.076
N 0.453 -1.473 -0.859
N -2.560 -0.545 1.106
C 0.007 -0.475 -1.796
C 1.733 2.035 -2.330
C 0.423 1.322 2.026
C 0.629 3.573 2.887
C -3.315 -0.289 0.066
C 0.000 -0.955 -4.220
C -0.239 -2.454 -3.919
C 1.915 1.859 3.949
C 0.847 -0.208 -3.024
C -2.046 -0.498 3.457
C 1.387 0.932 3.005
C 0.140 2.736 1.906
C -4.743 1.086 1.381
C 1.553 -2.235 -1.058
C -2.914 -0.044 2.293
C 0.958 1.277 -3.362
C 1.488 3.170 3.943
C 2.213 -0.771 -2.902
C -4.478 0.520 0.164
C -3.988 0.756 2.484
H -2.953 -0.623 -0.926
H -1.146 -2.845 -4.545
H 1.391 3.110 -2.330
H 1.569 1.671 -1.305
H 0.565 -3.075 -4.260
H -0.530 -2.603 -2.898
H -0.043 1.637 -3.580
H 2.760 2.148 -2.438
H 3.388 -2.192 -1.819
H -5.568 1.790 1.507
H -0.880 -0.325 -4.117
H -4.185 1.030 3.567
H 1.485 1.198 -4.316
H 0.569 -0.813 -5.127
H -5.028 0.865 -0.755

- Energy: -141953.7425 eV
- Frontier orbital gap: 0.2158 Eh
- Multiplicity: 1
- ΔE to the lowest compared entry with this formula, charge and spin: 263.49 kJ/mol
- LUMO: -2.488 eV
- Highest occupied orbital energy: -8.36 eV
- Strongest force on any atom: 3.31 eV/A
- M: 899.19 g mol⁻¹